# C27H22CoN3O5S2

A molecular structure, C27H22CoN3O5S2 (the ωB97M-V functional and the def2-TZVPD basis, OMol25).

```
60
Properties=species:S:1:pos:R:3:mulliken_charge:R:1
Co 0.0712 0.3097 -0.1150 -0.43
C 3.7934 4.0198 6.4457 -1.37
C 2.7637 3.5415 5.4539 1.15
C 1.7771 4.3988 4.9681 -0.96
C 0.8529 3.9676 4.0285 -0.66
C 0.9014 2.6613 3.5542 -0.05
C 1.8648 1.7956 4.0417 -0.14
C 2.7875 2.2359 4.9847 -0.92
S -0.2311 2.1392 2.2712 1.62
O 0.0793 3.0653 1.2033 -0.76
O -1.5475 2.3418 2.8846 -0.78
N 0.1074 0.6700 1.9070 0.22
C -0.6292 -0.3824 2.6312 -0.54
C -1.1167 -1.5174 1.7185 0.27
O -1.7227 -2.4381 2.2932 -0.84
O -0.8508 -1.4260 0.4862 -0.43
H 3.6466 5.0740 6.6859 0.33
H 4.8044 3.9059 6.0486 0.31
H 3.7454 3.4541 7.3796 0.30
H 1.7391 5.4221 5.3301 0.23
H 0.0926 4.6382 3.6481 0.39
H 1.8875 0.7799 3.6674 0.13
H 3.5452 1.5493 5.3509 0.33
H -1.5083 0.0086 3.1438 0.39
H 0.0060 -0.8532 3.3897 0.25
S 1.3506 -0.0285 -4.3692 -0.54
C -0.3902 -0.1157 -4.3791 0.35
C -1.2355 -0.2672 -5.4677 -0.50
C -2.6047 -0.3688 -5.2520 -0.41
C -3.0983 -0.3386 -3.9483 -0.76
C -2.2551 -0.1851 -2.8547 -0.12
C -0.8810 -0.0401 -3.0608 -0.57
N 0.0803 0.1324 -2.0795 0.25
C 1.3207 0.1030 -2.6107 1.29
C 2.3877 0.2208 -1.7294 -0.03
C 3.7621 0.2363 -2.0998 -0.98
C 4.7202 0.3946 -1.1431 -0.50
C 4.3283 0.5208 0.2261 -0.73
C 3.0084 0.4803 0.5816 0.47
C 1.9328 0.3567 -0.3585 -0.09
H -0.8298 -0.3156 -6.4723 0.34
H -3.2800 -0.4891 -6.0910 0.34
H -4.1637 -0.4489 -3.7786 0.35
H -2.6293 -0.1884 -1.8401 0.58
H 4.0507 0.1251 -3.1434 0.27
H 5.7703 0.4141 -1.4169 0.33
H 5.0923 0.6488 0.9889 0.38
H 2.7568 0.5550 1.6343 0.20
O -1.9887 1.0679 -0.1704 -0.49
N -2.3407 2.2970 -0.2728 0.52
C -1.6814 3.0913 -1.1478 -0.04
C -2.0401 4.4148 -1.2950 -0.86
C -3.0715 4.9419 -0.5379 -0.18
C -3.7183 4.1134 0.3625 -0.79
C -3.3376 2.7926 0.4890 -0.02
H -0.8654 2.5889 -1.6502 0.37
H -1.4835 5.0201 -1.9972 0.39
H -3.3524 5.9831 -0.6326 0.35
H -4.5125 4.4797 0.9987 0.37
H -3.7485 2.0811 1.1865 0.44
```

The value obtained for the gap between HOMO and LUMO (spin up / spin down) is 3.57 / 3.50 eV. As for the spin multiplicity: 1. The LUMO energy (spin up / spin down) comes out at 4.301 / 4.301 eV. Its highest occupied orbital energy (spin up / spin down) is 0.726 / 0.798 eV. Its charge is -2. For the total energy, the calculation gives -102359.6604 eV.

# C2H6BiO3

A molecular structure, C2H6BiO3 (the ωB97M-V functional and the def2-TZVPD basis, OMol25).

```
12
Properties=species:S:1:pos:R:3:mulliken_charge:R:1
C -0.7888 -1.5215 0.1478 -0.58
O 0.2466 -0.6017 -0.1992 -0.36
C -0.0818 0.7358 -0.2587 0.52
O 1.0908 1.2758 -0.7465 -0.53
Bi 2.1405 -0.4024 -1.5660 1.29
H -1.1081 -1.3233 1.1770 0.29
H -1.6328 -1.4159 -0.5457 0.36
H -0.3533 -2.5169 0.0283 0.27
H -1.0102 0.9988 -0.7820 0.41
O -0.1738 1.5175 1.0715 -0.53
H 0.4603 1.1335 1.6911 0.35
H 1.2107 2.1204 -0.0177 0.51
```

As for the expectation value of S²: 0.7522. The value obtained for the gap between HOMO and LUMO (spin up / spin down) is 6.98 / 9.26 eV. As for the spin multiplicity: 2. The LUMO energy (spin up / spin down) comes out at -11.920 / -11.741 eV. Its highest occupied orbital energy (spin up / spin down) is -18.901 / -21.001 eV. Its charge is +2. For the total energy, the calculation gives -14131.4640 eV.

# C27H30N2O5

A single C27H30N2O5 molecule (the ωB97M-V functional and the def2-TZVPD basis, OMol25).

```
64
Properties=species:S:1:pos:R:3:mulliken_charge:R:1
C 5.4214 2.0331 -5.8761 -0.86
C 5.1654 1.6757 -4.6327 0.11
C 5.3678 2.5748 -3.4457 -0.59
H 4.4264 3.0816 -3.1859 0.31
O 5.8850 1.8918 -2.3195 -0.48
C 5.0791 1.1039 -1.5722 0.85
C 5.7006 0.4557 -0.4981 -0.75
C 4.9778 -0.3475 0.3485 -0.78
C 3.5998 -0.5211 0.1694 -0.29
C 2.9903 0.1034 -0.9146 -0.70
C 3.7155 0.9013 -1.7788 -0.16
H 3.2034 1.3531 -2.6140 0.47
H 1.9460 -0.0662 -1.1165 0.66
C 2.8755 -1.3524 1.1317 0.32
C 1.5821 -1.1554 1.5500 -0.38
C 1.0637 -1.8959 2.6699 0.74
O 1.6017 -2.8481 3.2312 -0.82
C -0.2301 -1.2205 3.0830 0.34
O -0.9628 -1.5000 4.0070 -0.67
N -0.3886 -0.1737 2.2390 0.25
C -1.5214 0.7088 2.3125 -1.41
H -1.2225 1.6911 1.9421 0.14
H -1.7881 0.7988 3.3684 0.72
C -2.7618 0.1938 1.5499 -0.36
N -3.9508 0.4061 2.3496 0.12
C -5.1625 0.5898 1.5733 -0.45
C -6.2975 0.9569 2.5323 -0.74
O -6.4992 -0.0398 3.5031 -0.38
C -5.3142 -0.2659 4.2360 -0.83
C -4.1626 -0.6617 3.3162 -0.23
H -3.2538 -0.8203 3.8976 0.24
H -4.4176 -1.6074 2.8053 0.28
H -5.5396 -1.0658 4.9423 0.38
H -5.0399 0.6458 4.7873 0.36
H -7.2418 1.0575 1.9938 0.37
H -6.0502 1.9113 3.0220 0.35
H -5.0130 1.4037 0.8600 0.39
H -5.4385 -0.3250 1.0182 0.34
H -2.8687 0.7316 0.6053 0.30
H -2.6201 -0.8729 1.3103 0.28
C 0.5667 -0.1236 1.1423 -0.12
C -0.1583 -0.4538 -0.1481 -0.08
C -0.5237 0.5501 -1.0343 0.31
C -1.2489 0.2511 -2.1744 -0.99
C -1.6323 -1.0536 -2.4518 1.09
C -1.2661 -2.0553 -1.5584 -1.26
C -0.5415 -1.7616 -0.4204 -0.16
H -0.2724 -2.5513 0.2664 0.53
H -1.5574 -3.0763 -1.7578 0.42
C -2.4257 -1.3898 -3.6764 -1.58
H -1.8981 -2.1274 -4.2794 0.34
H -3.3873 -1.8184 -3.3965 0.33
H -2.6034 -0.5056 -4.2830 0.38
H -1.5236 1.0455 -2.8537 0.35
H -0.2350 1.5728 -0.8341 0.41
H 1.0019 0.8835 1.0756 0.61
O 3.6052 -2.3126 1.6843 -0.62
H 3.0583 -2.7734 2.3814 0.43
H 5.4646 -0.8431 1.1735 0.46
H 6.7587 0.6073 -0.3558 0.44
H 6.1135 3.3408 -3.6749 0.37
H 4.7942 0.6860 -4.4036 0.33
H 5.2531 1.3664 -6.7036 0.27
H 5.8014 3.0119 -6.1185 0.27
```

The energy above the lowest of the compared OMol25 structures with the same formula, charge and spin is 46.3 kcal per mole. The value obtained for the gap between HOMO and LUMO is 8.13 eV. As for the spin multiplicity: 1. The LUMO energy comes out at -0.419 eV. Its highest occupied orbital energy is -8.551 eV. For the total energy, the calculation gives -41702.8050 eV.

# C16H15Cl5F3FeN4O5S

A molecular structure, C16H15Cl5F3FeN4O5S (the ωB97M-V functional and the def2-TZVPD basis, OMol25).

```
50
Properties=species:S:1:pos:R:3:mulliken_charge:R:1
Fe -0.0959 -0.7808 -0.1925 0.70
N 0.0251 -0.4671 2.2107 -0.27
C 0.8704 0.5875 2.7527 -0.45
C 2.3570 0.2435 2.6460 -0.57
C 2.9114 0.3712 1.2281 -0.58
N 2.4059 -0.6802 0.3633 -0.32
H -0.9538 -0.2526 2.3812 0.32
H 0.2433 -1.3558 2.6472 0.09
H 0.6325 0.7757 3.8134 0.46
H 0.6633 1.4903 2.1750 0.06
H 2.5130 -0.7780 2.9991 0.21
H 2.9194 0.9204 3.2927 0.38
H 4.0157 0.3553 1.2801 0.40
H 2.5992 1.3266 0.8024 0.23
H 2.6615 -1.5914 0.7257 0.12
H 2.7732 -0.5863 -0.5749 0.20
O 0.6700 -0.2078 -2.2003 -0.47
N 0.5079 1.0184 -2.5192 -0.55
N 0.4148 1.8543 -1.5484 0.76
O 0.4748 1.5181 -0.2963 -0.41
C 0.2439 3.2043 -1.8833 0.17
C 0.1274 4.1530 -0.8711 -0.20
C -0.0020 5.4902 -1.1906 -0.58
C -0.0158 5.8973 -2.5150 -0.45
C 0.0922 4.9500 -3.5240 -0.53
C 0.2257 3.6108 -3.2173 -0.31
H 0.1471 3.8194 0.1529 0.37
H -0.0844 6.2185 -0.3972 0.36
H -0.1089 6.9436 -2.7615 0.37
H 0.0785 5.2567 -4.5612 0.36
H 0.3261 2.8685 -3.9906 0.44
F -4.6594 -1.0510 -1.0940 -0.22
C -4.5725 -0.4503 0.0977 0.45
F -5.3414 -1.1505 0.9465 -0.23
F -5.1339 0.7633 -0.0223 -0.23
S -2.7679 -0.2764 0.6355 1.17
O -2.8521 0.3901 1.9089 -0.75
O -2.2869 -1.6422 0.7086 -0.51
O -2.2082 0.4736 -0.4677 -0.66
Cl 1.9737 -3.4427 2.1559 -0.26
C 0.9036 -4.0375 0.9346 1.29
C 0.3158 -3.1367 0.0618 -1.52
C -0.5399 -3.7182 -0.8732 1.52
Cl -1.2966 -2.6246 -1.9721 -0.16
C -0.8076 -5.0803 -0.9367 -0.64
Cl -1.9110 -5.7263 -2.0855 -0.22
C -0.1723 -5.9375 -0.0411 0.73
Cl -0.4770 -7.6296 -0.0887 -0.22
C 0.7000 -5.4136 0.9017 -0.66
Cl 1.4973 -6.4821 2.0047 -0.22
```

The energy above the lowest of the compared OMol25 structures with the same formula, charge and spin is 17.9 kcal per mole. As for the expectation value of S²: 6.0083. The value obtained for the gap between HOMO and LUMO (spin up / spin down) is 8.08 / 8.03 eV. As for the spin multiplicity: 5. The LUMO energy (spin up / spin down) comes out at 2.535 / 2.527 eV. Its highest occupied orbital energy (spin up / spin down) is -5.544 / -5.501 eV. Its charge is -1. For the total energy, the calculation gives -149021.3256 eV.

> What is the formula in the third record?

C27H30N2O5

Please write out number 2 again, unchanged.
# C2H6BiO3

A molecular structure, C2H6BiO3 (the ωB97M-V functional and the def2-TZVPD basis, OMol25).

```
12
Properties=species:S:1:pos:R:3:mulliken_charge:R:1
C -0.7888 -1.5215 0.1478 -0.58
O 0.2466 -0.6017 -0.1992 -0.36
C -0.0818 0.7358 -0.2587 0.52
O 1.0908 1.2758 -0.7465 -0.53
Bi 2.1405 -0.4024 -1.5660 1.29
H -1.1081 -1.3233 1.1770 0.29
H -1.6328 -1.4159 -0.5457 0.36
H -0.3533 -2.5169 0.0283 0.27
H -1.0102 0.9988 -0.7820 0.41
O -0.1738 1.5175 1.0715 -0.53
H 0.4603 1.1335 1.6911 0.35
H 1.2107 2.1204 -0.0177 0.51
```

As for the expectation value of S²: 0.7522. The value obtained for the gap between HOMO and LUMO (spin up / spin down) is 6.98 / 9.26 eV. As for the spin multiplicity: 2. The LUMO energy (spin up / spin down) comes out at -11.920 / -11.741 eV. Its highest occupied orbital energy (spin up / spin down) is -18.901 / -21.001 eV. Its charge is +2. For the total energy, the calculation gives -14131.4640 eV.

> What is the total energy in the second record?

-14131.4640 eV